DFT (ωB97M-V/def2-TZVPD) results for a molecular structure, C16H14LuOPS4.

Each line ends with the natural charge from an NBO analysis.
Atoms and positions in Å:
Lu 0.47685 -1.97643 -1.14684  1.67
O 5.44035 -2.21933 3.81666  -0.59
C 4.57305 -2.16063 2.94936  0.14
S 2.87225 -2.11523 3.31066  0.35
C 2.30185 -2.03953 1.64046  -0.40
C 3.26415 -2.03953 0.67816  -0.42
S 3.13755 -1.97643 -1.06034  -0.38
S 4.93435 -2.11523 1.24846  0.36
S 0.56335 -1.97643 1.51386  -0.31
C 0.82495 2.48577 -1.32204  -0.89
P 0.47685 0.68967 -1.14684  0.78
C 0.12035 0.53517 0.63696  -0.26
C -0.93375 -0.25583 1.11866  -0.27
C -1.17195 -0.38603 2.49076  -0.20
C -0.34395 0.25467 3.40796  -0.19
C 0.72595 1.01827 2.95336  -0.21
C 0.95885 1.15177 1.58106  -0.24
C -1.15295 0.57827 -1.94994  -0.37
C -1.31365 -0.32723 -3.01024  -0.17
C -2.53575 -0.44043 -3.67784  -0.20
C -3.61535 0.35027 -3.29374  -0.18
C -3.47315 1.25367 -2.24324  -0.22
C -2.24945 1.36887 -1.57754  -0.12
H 0.07905 3.10967 -0.82084  0.25
H 0.84415 2.76477 -2.38044  0.25
H 1.80635 2.73127 -0.90534  0.25
H -1.58695 -0.79073 0.43216  0.27
H -2.00045 -0.99673 2.83946  0.23
H -0.52465 0.14767 4.47396  0.22
H 1.38875 1.50447 3.66466  0.23
H 1.81945 1.73547 1.26366  0.22
H -0.48375 -0.95443 -3.33024  0.17
H -2.64105 -1.14563 -4.49824  0.22
H -4.56615 0.26267 -3.81264  0.22
H -4.31465 1.87077 -1.93954  0.22
H -2.16765 2.07897 -0.75764  0.22
H -1.53325 -1.97643 -1.14684  -0.65

Cartesian forces (eV/Å) of the 6 atoms listed first:
Lu 0.4127 -0.3245 1.5627
O -1.0440 0.0774 -1.0060
C 1.6486 -0.0990 1.5128
S -0.4042 0.0356 -0.1987
C 0.6975 -0.6749 -0.2812
C -0.0988 0.0752 0.8275

## Properties
**Highest occupied orbital energy**: -0.244 hartree
**Orbital gap**: 0.20869 Ha
**E_LUMO**: -0.03487 Eh

DFT (ωB97M-V/def2-TZVPD) results for a molecular structure, C31H36IrNOPSi2.

Each line ends with the Mulliken charge.
Atoms and positions in Å:
Ir 0.49774 -0.16539 -1.28193  1.52
O 2.83890 -0.56468 -2.36821  -0.21
C 3.34581 -0.59248 -1.35319  0.46
C 3.96824 -0.62217 -0.13307  0.93
C 5.37742 -0.74985 -0.03796  -0.82
C 5.92857 -0.77359 1.21621  -0.75
C 5.10325 -0.66757 2.34223  -0.62
C 3.72534 -0.54031 2.23670  -0.66
C 3.10882 -0.51184 0.99704  0.69
P 1.25825 -0.37315 0.84853  -1.04
C 0.83561 -1.90233 1.72600  1.88
C 0.82985 -3.04937 0.92931  -1.09
C 0.57217 -4.29114 1.48279  -0.59
C 0.30083 -4.39793 2.84020  -0.70
C 0.31190 -3.26491 3.64072  -0.79
C 0.58958 -2.02138 3.09260  -0.11
C 1.06986 1.15648 1.81466  1.50
C 0.34835 1.33319 2.99096  -0.25
C 0.32261 2.57526 3.61113  -0.76
C 1.01030 3.64833 3.06830  -0.75
C 1.72820 3.48431 1.89009  -0.65
C 1.75545 2.24894 1.27057  -0.87
H 5.98551 -0.82920 -0.92815  0.58
H 6.99813 -0.87283 1.33393  0.46
H 5.55279 -0.68230 3.32675  0.49
H 3.12619 -0.45638 3.13436  0.46
H 1.00742 -2.96911 -0.14028  0.22
H 0.56821 -5.17147 0.85489  0.47
H 0.08428 -5.36452 3.27391  0.44
H 0.11135 -3.34662 4.70028  0.47
H 0.63555 -1.16582 3.74922  0.29
H -0.23169 0.53410 3.42314  0.11
H -0.24577 2.69995 4.52272  0.48
H 0.98595 4.61180 3.55863  0.44
H 2.26622 4.31756 1.45879  0.50
H 2.32182 2.13302 0.35083  0.30
C -2.41633 0.34798 1.50481  -0.60
Si -2.79452 -0.43656 -0.15231  0.25
C -2.63242 -2.29578 0.00602  -1.06
C -4.54446 0.00009 -0.67001  -1.23
C -1.51947 0.23394 -1.41706  0.73
C -1.29126 1.70703 -1.47849  -0.86
C -2.13673 2.80102 -1.38824  -0.38
C -1.58150 4.06716 -1.51569  -0.56
C -0.21375 4.21686 -1.70775  -0.89
C 0.57982 3.08570 -1.75426  -0.46
N 0.03839 1.87555 -1.65501  -0.22
Si -1.68903 -0.45029 -3.24795  0.30
C -0.33558 0.31353 -4.31826  -1.00
C -1.44996 -2.31029 -3.22399  -1.00
C -3.36011 0.06579 -3.90698  -1.13
H -3.25500 0.18794 2.18526  0.67
H -2.22100 1.42030 1.45572  0.36
H -1.54855 -0.13955 1.94987  -0.12
H -3.00725 -2.59953 0.98636  0.44
H -1.59900 -2.63591 -0.06518  0.18
H -3.21720 -2.83165 -0.74156  0.42
H -5.21754 -0.25723 0.15116  0.39
H -4.87591 -0.56190 -1.54185  0.32
H -4.69267 1.05922 -0.88087  0.34
H -3.19589 2.66548 -1.22794  0.41
H -2.21609 4.94195 -1.46658  0.54
H 0.23117 5.19382 -1.82695  0.50
H 1.65089 3.14210 -1.89788  0.51
H 0.69143 0.14893 -3.97534  0.25
H -0.46947 1.39037 -4.43446  0.30
H -0.40627 -0.14203 -5.30900  0.47
H -0.56528 -2.61115 -2.65219  0.23
H -1.31212 -2.67434 -4.24405  0.45
H -2.30418 -2.83590 -2.79904  0.32
H -3.62824 1.07806 -3.59975  0.33
H -4.15218 -0.60817 -3.58476  0.33
H -3.33578 0.05083 -4.99850  0.42

Cartesian forces (eV/Å) of the 6 atoms listed first:
Ir 0.3269 0.1560 0.0038
O 0.4296 0.0063 -0.0987
C -0.5743 0.0544 -0.4771
C -0.0961 0.0266 0.5700
C -0.1434 -0.0262 -0.0461
C 0.0026 0.0107 0.0642

## Properties
**Highest occupied orbital energy (spin up / spin down)**: -0.496 / -0.517 hartree
**Expectation value of S²**: 0.757
**ΔE to the lowest compared entry with this formula, charge and spin**: 0.0 kJ/mol
**Charge**: +2
**Orbital gap (spin up / spin down)**: 0.21708 / 0.23782 Ha
**E_LUMO (spin up / spin down)**: -0.27937 / -0.27929 Eh
**2S+1**: 2

DFT (ωB97M-V/def2-TZVPD) results for a gas-phase ion, C17H19O3 (charge -1).

Each line ends with the natural charge from an NBO analysis.
Atoms and positions in Å:
C 1.71969 -3.47559 2.33391  -0.09
C 2.69099 -3.94491 1.26700  -0.10
O 2.66938 -2.96072 0.21740  -0.53
C 1.76665 -1.93616 0.60559  0.55
C 2.59132 -0.61373 0.78929  -0.43
C 1.75550 0.61914 0.66342  -0.47
C 0.82179 0.73339 -0.57711  0.44
O 1.29291 1.05463 -1.68400  -0.85
C -0.06074 -0.55473 -0.49149  -0.48
C 0.64954 -1.85145 -0.49569  -0.42
O 1.15774 -2.25658 1.81798  -0.54
H 0.92487 -4.22157 2.51351  0.17
H 2.22720 -3.26603 3.29021  0.17
H 3.71967 -4.02580 1.64676  0.17
H 2.36938 -4.90699 0.82486  0.17
H 3.03016 -0.69160 1.79399  0.19
H 3.42078 -0.63733 0.07997  0.21
H 1.10752 0.65865 1.54246  0.19
H 2.38087 1.50404 0.72091  0.20
H -0.57237 -0.48124 0.46865  0.19
H -0.84757 -0.50366 -1.25218  0.21
H 1.10183 -2.06041 -1.47527  0.21
H -0.05237 -2.67384 -0.27941  0.19
C -0.31226 1.94139 -0.04552  -0.38
C -1.08223 1.77166 1.24562  -0.17
C -2.45905 1.81020 1.04632  -0.27
C -2.69836 2.23465 -0.32860  -0.07
C -1.47069 2.16681 -1.00899  0.00
C -1.46865 2.17939 -2.38542  -0.20
C -2.62798 2.56006 -3.06515  -0.25
C -3.80469 2.86228 -2.34853  -0.24
C -3.88114 2.61372 -0.98285  -0.24
H 0.49235 2.71843 -0.03710  0.25
H -0.61626 1.58379 2.21818  0.20
H -3.27803 1.61408 1.73604  0.20
H -0.55098 1.90824 -2.89579  0.26
H -2.62748 2.56875 -4.14905  0.19
H -4.66327 3.25782 -2.89074  0.19
H -4.81602 2.70126 -0.42916  0.20

Cartesian forces (eV/Å) of the 6 atoms listed first:
C -0.3819 0.5928 0.1914
C 0.3828 -0.1935 -1.0476
O -0.1700 -0.9515 1.3987
C -0.0964 1.7916 -1.9958
C -0.0489 -1.4281 -0.4020
C -0.5212 0.8283 0.5489

## Properties
**Highest occupied orbital energy**: -0.121 hartree
**SMILES**: [O-]C1([C@@H]2C=Cc3ccccc32)CCC2(CC1)OCCO2
**ΔE to the lowest compared entry with this formula, charge and spin**: 0.0 kJ/mol
**Charge**: -1
**Orbital gap**: 0.23147 Ha
**E_LUMO**: 0.11023 Eh

Calculated values (eV) of E for the records, taken in order: -105114.2698; -64137.3863; -24078.8228.